Entry 1:
DFT (ωB97M-V/def2-TZVPD) results for C12H7BCl2O2 as an isolated structure in a non-equilibrium geometry.

Geometry as ORCA input:
```
! RIJCOSX wB97M-V def2-TZVPD def2/J DEFGRID3
* xyz 0 1
Cl 2.130 0.112 5.488
Cl -0.250 -2.173 5.507
O 0.836 0.756 0.551
O -1.129 -0.588 0.662
B -0.302 0.234 -0.104
C -0.428 0.673 -4.409
C -1.615 0.724 -3.667
C 0.758 0.430 -3.737
C 1.587 0.320 2.878
C -0.758 -1.287 3.021
C -1.599 0.531 -2.306
C 0.774 0.347 -2.359
C 1.219 -0.295 4.048
C 0.077 -1.166 4.094
C 0.731 0.177 1.762
C -0.451 -0.617 1.851
C -0.398 0.370 -1.653
H -0.402 0.666 -5.479
H -2.534 0.812 -4.187
H 1.707 0.301 -4.257
H 2.449 0.969 2.822
H -1.578 -1.977 3.034
H -2.519 0.538 -1.750
H 1.697 0.145 -1.806
*
```

---

Entry 2:
DFT (ωB97M-V/def2-TZVPD) results for a 8-piece molecular cluster, C51H120F12N6O6P2 overall in a non-equilibrium geometry.

Geometry as ORCA input:
```
! RIJCOSX wB97M-V def2-TZVPD def2/J DEFGRID3
* xyz 4 1
C 2.465 -8.726 0.296
C 2.962 -7.710 -0.712
C 2.073 -6.357 -0.639
C 0.564 -6.496 -1.033
N -0.047 -5.062 -1.264
C -1.547 -5.214 -1.326
C -1.980 -3.962 -2.062
C -0.928 -3.693 -3.079
C 0.289 -4.441 -2.682
C 0.362 -4.069 -0.127
C -0.100 -4.285 1.383
C 0.545 -3.339 2.354
H 2.586 -8.359 1.318
H 3.085 -9.613 0.184
H 1.383 -8.848 0.266
H 2.864 -8.114 -1.720
H 4.013 -7.475 -0.533
H 2.516 -5.568 -1.254
H 2.088 -5.954 0.377
H 0.008 -7.011 -0.247
H 0.433 -7.065 -1.956
H -1.977 -5.420 -0.348
H -1.768 -6.054 -1.987
H -2.017 -3.140 -1.345
H -2.973 -4.020 -2.506
H -0.729 -2.624 -3.110
H -1.177 -4.002 -4.096
H 1.138 -3.773 -2.554
H 0.592 -5.322 -3.245
H 0.012 -3.092 -0.448
H 1.447 -4.016 -0.061
H 0.077 -5.326 1.659
H -1.187 -4.224 1.475
H 1.620 -3.181 2.230
H 0.511 -3.728 3.370
H 0.098 -2.344 2.318
C -2.728 5.656 0.647
C -2.738 4.195 0.809
C -1.813 3.637 1.867
C -2.445 3.872 3.304
N -1.614 3.195 4.409
C -2.421 3.301 5.759
C -1.466 3.964 6.757
C -0.589 4.849 5.896
C -0.279 3.971 4.706
C -1.317 1.626 4.174
C -2.522 0.885 3.601
C -2.463 -0.629 3.995
H -1.990 6.165 0.027
H -2.836 6.211 1.576
H -3.561 5.961 0.010
H -2.541 3.756 -0.170
H -3.726 3.797 1.058
H -0.796 4.036 1.801
H -1.574 2.593 1.657
H -3.447 3.458 3.412
H -2.487 4.902 3.659
H -2.862 2.351 6.055
H -3.308 3.929 5.677
H -0.931 3.180 7.296
H -2.065 4.519 7.472
H 0.371 4.986 6.396
H -0.919 5.864 5.674
H 0.400 3.172 5.010
H 0.075 4.375 3.762
H -1.028 1.203 5.138
H -0.456 1.585 3.505
H -2.548 0.885 2.511
H -3.439 1.327 3.995
H -3.375 -1.031 3.560
H -2.534 -0.806 5.070
H -1.514 -1.071 3.682
C -4.510 -2.991 1.420
C -3.941 -1.825 0.586
C -4.692 -1.510 -0.653
C -3.881 -0.506 -1.578
N -4.603 -0.096 -2.917
C -4.596 -1.252 -3.957
C -3.233 -1.224 -4.673
C -2.675 0.177 -4.374
C -3.804 0.976 -3.714
C -6.027 0.392 -2.660
C -6.140 1.617 -1.741
C -7.592 2.202 -1.678
H -5.479 -2.754 1.851
H -3.805 -3.369 2.160
H -4.689 -3.855 0.776
H -2.954 -2.080 0.196
H -3.888 -0.911 1.181
H -5.648 -1.052 -0.399
H -4.896 -2.427 -1.209
H -2.899 -0.944 -1.767
H -3.687 0.437 -1.066
H -5.389 -1.067 -4.676
H -4.698 -2.220 -3.474
H -3.247 -1.327 -5.758
H -2.625 -2.060 -4.330
H -2.359 0.736 -5.253
H -1.832 0.112 -3.688
H -4.575 1.419 -4.351
H -3.460 1.687 -2.965
H -6.676 -0.393 -2.270
H -6.506 0.592 -3.619
H -5.422 2.375 -2.055
H -5.833 1.423 -0.709
H -8.317 1.582 -1.142
H -8.092 2.233 -2.647
H -7.625 3.169 -1.182
C 0.972 5.905 0.073
O 0.557 5.054 -1.059
C 1.456 4.004 -1.346
C 1.208 3.573 -2.789
N -0.275 3.090 -2.992
H -0.483 2.206 -2.528
H -0.810 3.841 -2.538
C -0.578 3.050 -4.509
C 0.327 2.115 -5.311
O 0.507 0.957 -4.496
C 1.163 -0.087 -5.244
H 0.139 6.588 0.227
H 1.799 6.588 -0.134
H 1.209 5.285 0.940
H 1.177 3.248 -0.606
H 2.489 4.339 -1.218
H 1.879 2.750 -3.025
H 1.388 4.460 -3.399
H -0.377 4.092 -4.744
H -1.629 2.771 -4.529
H 1.319 2.561 -5.415
H -0.137 1.908 -6.281
H 1.125 -1.006 -4.660
H 2.185 0.170 -5.536
H 0.664 -0.353 -6.180
C 5.022 -4.375 -0.412
O 4.992 -3.384 -1.392
C 4.012 -2.367 -1.109
C 3.943 -1.483 -2.329
N 5.333 -0.927 -2.725
H 5.857 -1.707 -3.125
H 5.230 -0.219 -3.451
C 6.064 -0.126 -1.611
C 5.158 0.981 -1.053
O 4.356 1.518 -2.038
C 4.727 2.653 -2.757
H 4.063 -4.744 -0.037
H 5.467 -3.946 0.492
H 5.606 -5.233 -0.730
H 4.197 -1.782 -0.200
H 3.071 -2.889 -0.915
H 3.343 -0.607 -2.089
H 3.434 -2.043 -3.114
H 7.019 0.190 -2.031
H 6.370 -0.833 -0.842
H 5.757 1.655 -0.437
H 4.434 0.539 -0.364
H 5.794 2.693 -2.974
H 4.444 3.535 -2.185
H 4.197 2.712 -3.707
C 4.449 2.602 1.755
O 4.145 1.225 2.014
C 2.855 0.870 2.526
C 2.915 -0.579 3.088
N 4.144 -0.716 4.024
H 4.916 -0.365 3.453
H 4.147 -0.048 4.799
C 4.272 -2.146 4.609
C 5.177 -2.150 5.823
O 4.644 -1.245 6.791
C 5.521 -0.535 7.638
H 5.473 2.869 1.488
H 4.312 3.157 2.686
H 3.803 3.085 1.015
H 2.115 0.885 1.725
H 2.533 1.534 3.332
H 2.947 -1.294 2.265
H 2.023 -0.763 3.683
H 4.498 -2.779 3.751
H 3.248 -2.225 4.970
H 6.248 -2.039 5.633
H 5.047 -3.153 6.237
H 6.061 -1.266 8.237
H 4.795 0.033 8.214
H 6.185 0.115 7.063
P 0.106 0.007 -0.566
F 0.189 1.157 0.614
F 1.208 -0.868 0.261
F -0.919 -0.795 0.387
F 0.192 -1.137 -1.699
F -1.115 0.772 -1.349
F 1.292 0.863 -1.430
P -3.445 5.509 -3.545
F -4.264 6.404 -4.637
F -3.537 6.672 -2.392
F -4.857 4.943 -3.014
F -2.674 4.558 -2.476
F -3.293 4.326 -4.724
F -2.042 6.086 -4.135
*
```

---

Number 1: orbital gap 9.181 eV, DFT total energy -42376.17558 eV. Number 2: orbital gap 9.428 eV, DFT total energy -127220.54407 eV.